Below is a single C6H12O molecule in a non-equilibrium geometry, with properties calculated with ωB97M-V/def2-TZVPD.

* structure (SMILES): C[C@@H]1OCC[C@@H]1C
* relative energy (zero: lowest compared OMol25 entry of this formula, charge and spin): 58.0 kcal per mole
* HOMO energy: -9.65 eV
* charge: 0
* HOMO-LUMO gap: 10.821 eV
* LUMO energy: 1.17 eV

Last columns: bonded neighbours and bond lengths (Å).
Geometry (Å):
1 C 1.9437 -0.4404 -0.6715  C2 1.522, H8 1.103, H9 1.096, H10 1.091
2 C 0.7186 0.3746 -0.2824  C1 1.522, O3 1.426, C6 1.538, H11 1.155
3 O 0.7525 0.7057 1.1040  C2 1.426, C4 1.412
4 C -0.2205 1.7259 1.0192  O3 1.412, C5 1.787, H12 1.070, H13 1.137
5 C -1.4965 0.7387 0.2514  C4 1.787, C6 1.537, H14 1.099, H15 1.107
6 C -0.6509 -0.2792 -0.5310  C2 1.538, C5 1.537, C7 1.531, H16 1.102
7 C -0.7122 -1.7334 -0.0551  C6 1.531, H17 1.096, H18 1.098, H19 1.095
8 H 2.0847 -1.2814 0.0277  C1 1.103
9 H 1.8300 -0.8750 -1.6715  C1 1.096
10 H 2.8553 0.1580 -0.6403  C1 1.091
11 H 0.4278 1.4352 -0.6346  C2 1.155
12 H -0.6854 1.9908 1.9457  C4 1.070
13 H 0.4044 2.6363 0.7484  C4 1.137
14 H -1.9315 0.2710 1.1453  C5 1.099
15 H -2.3337 1.1555 -0.3413  C5 1.107
16 H -0.8415 -0.2466 -1.6157  C6 1.102
17 H -1.6800 -2.2083 -0.2500  C7 1.096
18 H 0.0465 -2.3391 -0.5687  C7 1.098
19 H -0.5113 -1.7880 1.0203  C7 1.095